Entry 1:
The following is a DFT calculation (the ωB97M-V functional and the def2-TZVPD basis) of C6H10Si in the gas phase at a distorted geometry.

CARTESIAN COORDINATES (ANGSTROEM)
C -0.56281 2.85086 0.55244
H 0.07259 2.43564 1.40096
H 0.37187 -2.66930 -0.99310
H -1.30583 2.49390 -1.27085
H -0.34423 -4.32552 0.36575
C -0.11220 -2.31655 -0.19542
H -1.03078 3.72323 0.71317
C -0.62664 2.14359 -0.57261
H 1.93420 1.22468 0.06068
H -0.17401 0.49227 -1.89172
H 2.01935 0.13143 -1.16659
H -0.55768 -0.42876 1.71033
Si 0.17379 -0.56332 0.43121
C -0.43622 -3.32178 0.63792
C -0.02107 0.85982 -0.96348
C 1.42527 0.52197 -0.43793
H -0.82560 -3.25215 1.61924

Calculated values
**E_tot**: -14257.963 eV
**Gap between HOMO and LUMO**: 8.74 eV
**Total charge**: 0
**Energy relative to the best compared isomer or geometry (same formula, charge and spin)**: 38.6 kcal per mole
**SMILES**: C=C[C@H]1C[Si@@H]1C=C
**LUMO level**: 0.890 eV

=====

Entry 2:
The following is a DFT calculation (the ωB97M-V functional and the def2-TZVPD basis) of a molecular structure, C21H17BrN3O8Ru.

CARTESIAN COORDINATES (ANGSTROEM)
N -2.56471 0.49758 -2.83694
O 5.82333 0.93843 3.11792
C 2.43038 2.48304 4.33617
H 2.22009 -3.11427 1.96921
H -5.58237 -4.33222 -3.03980
C -3.71294 -2.70752 -5.37769
H 1.53886 2.64867 4.94855
N -3.27707 -0.51327 -2.49011
H 3.40449 -0.58562 3.67739
H -4.82496 -2.40710 -1.67605
O 1.34064 -1.13101 -0.38724
H -0.58633 0.48250 3.05257
H 3.99055 0.52873 4.94783
C -0.13427 1.13781 -0.11686
C -2.35983 0.32662 0.17252
H 3.30809 2.61288 4.96865
C 2.40449 3.53911 3.25875
O 2.09568 1.79130 -0.31153
O 4.08097 1.59090 1.87406
C -1.35200 0.77580 -0.69641
H -2.64931 -0.87243 -5.05717
C 0.77830 1.83764 -2.27482
C -0.41117 1.47904 -2.86356
H -0.55919 1.61477 -3.92584
O 2.37162 -0.62281 1.54215
C 4.63926 1.01750 2.92733
C -0.83714 0.56670 2.00268
H 1.58937 2.25524 -2.85484
N 0.11331 1.03474 1.20815
O 2.36346 1.16348 3.79485
C -1.45391 0.88813 -2.13349
H 2.73752 5.35006 2.93049
Ru 2.12796 1.29665 1.63393
C -2.09653 0.21634 1.51870
H -3.33482 0.06739 -0.21231
C -4.93945 -3.57573 -3.46604
C -3.27965 -1.63861 -4.62838
C 3.63906 0.44684 3.92180
O 2.80510 4.71219 3.66077
C 1.94485 -1.46795 0.60909
C -4.53457 -3.67459 -4.79833
Br -5.11062 -5.12720 -5.82489
C 2.31552 -2.89362 0.90822
C 0.97906 1.60872 -0.89543
C -4.51837 -2.51053 -2.70759
H -2.85194 -0.13096 2.20771
C -3.67570 -1.53378 -3.27837
O 1.96479 3.34003 2.12849
H 1.69965 -3.56466 0.31639
H -3.42045 -2.80214 -6.41378
H 3.36094 -3.04281 0.63312

Calculated values
**Multiplicity**: 5
**E_tot**: -115519.541 eV
**Gap between HOMO and LUMO (spin up / spin down)**: 6.41 / 5.86 eV
**Total charge**: +1
**Energy relative to the best compared isomer or geometry (same formula, charge and spin)**: 14.2 kcal per mole
**LUMO level (spin up / spin down)**: -3.696 / -5.841 eV
**⟨S²⟩**: 6.07

=====

Entry 3:
The following is a DFT calculation (the ωB97M-V functional and the def2-TZVPD basis) of 2 unconnected molecules or ions with the total composition Br3HOSi at a distorted geometry.

CARTESIAN COORDINATES (ANGSTROEM)
Br 1.95569 -0.10562 -2.22174
Si 0.68506 -1.16486 -0.70045
Br -1.82953 2.16113 1.59775
O 1.13831 -1.59191 0.66572
H -0.60239 1.71500 2.16382
Br -1.34714 -1.01374 -1.50509

Calculated values
**Multiplicity**: 3
**E_tot**: -220066.699 eV
**Gap between HOMO and LUMO (spin up / spin down)**: 6.31 / 5.78 eV
**Total charge**: 0
**Energy relative to the best compared isomer or geometry (same formula, charge and spin)**: 16.6 kcal per mole
**LUMO level (spin up / spin down)**: -0.298 / -5.100 eV
**⟨S²⟩**: 2.01

=====

Entry 4:
The following is a DFT calculation (the ωB97M-V functional and the def2-TZVPD basis) of a molecular structure, C24H14BrCl2MgN4O4S.

CARTESIAN COORDINATES (ANGSTROEM)
H -3.74939 -3.70610 -3.85789
H -4.87123 2.36338 2.41503
H 4.61837 2.41644 -2.50602
C -2.92759 -0.44590 -3.47814
C 1.84672 2.49605 -0.61491
H -3.54075 0.92898 0.88413
H 4.32699 -1.21987 2.08014
C 0.34955 1.60345 3.03108
C 3.01479 2.95964 -1.19639
C -1.78422 2.71682 3.73643
H -3.68347 3.56613 4.26384
H 0.35254 -3.28647 0.14915
N 1.16124 -1.65504 1.09533
C 2.25459 -1.09794 1.61115
H 3.36385 3.96056 -0.99289
C 3.48054 -1.74715 1.66411
C 2.10835 0.30804 2.17142
O 0.25220 -1.07272 -1.32594
C 2.00247 0.46914 -1.64801
Br 0.84001 3.68402 0.45926
S -2.04817 1.10289 -1.36433
C -2.70594 -1.59653 -1.44079
N 1.36213 1.28292 -0.79586
Cl -2.83791 0.98446 -4.46610
C 3.17660 0.83678 -2.28108
C 1.35017 -0.89143 -1.92504
C -2.57601 -0.37101 -2.11688
H -1.19738 3.19070 4.50984
Cl -2.33522 -1.67762 0.27255
C 2.41976 -3.62908 0.64980
C -3.11168 -2.77624 -2.03142
C -3.80710 2.24633 2.56906
N 0.81251 0.72843 2.11438
O 3.09778 0.88327 2.58622
C -1.13598 1.86438 2.85227
H 3.63872 0.12418 -2.94810
H 4.49703 -3.58063 1.20646
C -3.43585 -2.78933 -3.37750
N -1.76336 1.23966 1.85634
C 3.55885 -3.04000 1.18135
C -3.34317 -1.61020 -4.09811
Mg -0.30791 0.11693 0.26435
C -3.14449 2.90987 3.59112
H -3.58467 -1.58458 -5.15205
H -3.16549 -3.67718 -1.43528
C 1.24890 -2.89381 0.61188
O 1.94509 -1.65002 -2.68687
H 2.44233 -4.63053 0.24290
C 3.69652 2.09620 -2.03656
O 0.91487 2.11693 3.98571
C -3.07653 1.43276 1.72083

Calculated values
**E_tot**: -150641.366 eV
**Gap between HOMO and LUMO**: 7.21 eV
**Total charge**: -1
**Energy relative to the best compared isomer or geometry (same formula, charge and spin)**: 17.5 kcal per mole
**LUMO level**: 2.672 eV